A 11-piece molecular cluster, C70H156N8O11 overall, computed with the ωB97M-V functional and the def2-TZVPD basis.

Bonds (Å) are listed after each position.
CARTESIAN COORDINATES (ANGSTROEM)
1 C 1.719 1.971 6.087  C2 1.546, H12 1.089, H13 1.086, H14 1.092
2 C 0.446 2.535 5.415  C1 1.546, C3 1.533, C4 1.524, N10 1.454
3 C 0.313 4.011 5.808  C2 1.533, H15 1.088, H16 1.094, H17 1.091
4 C 0.639 2.482 3.905  C2 1.524, C5 1.516, H18 1.096, H19 1.096
5 C 0.627 1.094 3.296  C4 1.516, C6 1.548, H20 1.094, H21 1.090
6 C -0.727 0.442 3.667  C5 1.548, C7 1.548, H22 1.095, H23 1.092
7 C -0.961 0.425 5.197  C6 1.548, C8 1.529, C9 1.532, N10 1.474
8 C -2.422 0.084 5.491  C7 1.529, H24 1.089, H25 1.093, H26 1.091
9 C -0.073 -0.656 5.820  C7 1.532, H27 1.096, H28 1.091, H29 1.086
10 N -0.766 1.791 5.717  C2 1.454, C7 1.474, O11 1.425
11 O -1.078 1.852 7.105  N10 1.425, H30 0.962
12 H 1.608 1.955 7.170  C1 1.089
13 H 1.903 0.975 5.694  C1 1.086
14 H 2.615 2.534 5.815  C1 1.092
15 H 1.180 4.552 5.434  C3 1.088
16 H -0.616 4.412 5.392  C3 1.094
17 H 0.237 4.136 6.889  C3 1.091
18 H -0.105 3.065 3.350  C4 1.096
19 H 1.567 3.017 3.670  C4 1.096
20 H 0.540 1.204 2.211  C5 1.094
21 H 1.439 0.400 3.513  C5 1.090
22 H -0.761 -0.625 3.429  C6 1.095
23 H -1.523 0.952 3.122  C6 1.092
24 H -2.587 -0.206 6.528  C8 1.089
25 H -2.760 -0.728 4.841  C8 1.093
26 H -3.083 0.928 5.288  C8 1.091
27 H -0.538 -1.627 5.612  C9 1.096
28 H -0.040 -0.599 6.909  C9 1.091
29 H 0.933 -0.708 5.416  C9 1.086
30 H -1.632 2.638 7.153  O11 0.962
31 C 0.532 4.241 -4.723  C32 1.540, H42 1.093, H43 1.088, H44 1.087
32 C 2.012 3.902 -4.981  C31 1.540, C33 1.528, C34 1.539, N40 1.469
33 C 2.534 4.700 -6.175  C32 1.528, H45 1.093, H46 1.094, H47 1.091
34 C 2.864 4.255 -3.749  C32 1.539, C35 1.543, H48 1.092, H49 1.093
35 C 2.658 3.237 -2.609  C34 1.543, C36 1.513, H50 1.086, H51 1.084
36 C 3.045 1.854 -3.083  C35 1.513, C37 1.533, H52 1.095, H53 1.094
37 C 2.243 1.402 -4.310  C36 1.533, C38 1.519, C39 1.546, N40 1.453
38 C 2.910 0.142 -4.834  C37 1.519, H54 1.094, H55 1.091, H56 1.089
39 C 0.801 1.063 -3.869  C37 1.546, H57 1.089, H58 1.093, H59 1.089
40 N 2.296 2.491 -5.272  C32 1.469, C37 1.453, O41 1.422
41 O 1.845 2.068 -6.552  N40 1.422, H60 0.962
42 H 0.487 5.330 -4.807  C31 1.093
43 H -0.063 3.727 -5.476  C31 1.088
44 H 0.188 4.035 -3.713  C31 1.087
45 H 1.937 4.524 -7.073  C33 1.093
46 H 2.443 5.773 -5.983  C33 1.094
47 H 3.579 4.523 -6.436  C33 1.091
48 H 3.929 4.356 -3.968  C34 1.092
49 H 2.567 5.255 -3.423  C34 1.093
50 H 3.353 3.582 -1.848  C35 1.086
51 H 1.666 3.272 -2.175  C35 1.084
52 H 2.866 1.165 -2.251  C36 1.095
53 H 4.120 1.732 -3.246  C36 1.094
54 H 3.943 0.374 -5.110  C38 1.094
55 H 2.447 -0.219 -5.754  C38 1.091
56 H 2.891 -0.638 -4.074  C38 1.089
57 H 0.792 0.095 -3.369  C39 1.089
58 H 0.138 1.030 -4.738  C39 1.093
59 H 0.372 1.824 -3.219  C39 1.089
60 H 2.536 2.390 -7.140  O41 0.962
61 C -3.493 -1.907 2.598  C62 1.533, H72 1.094, H73 1.087, H74 1.091
62 C -4.094 -2.435 1.290  C61 1.533, C63 1.533, C64 1.531, N70 1.459
63 C -4.157 -1.251 0.319  C62 1.533, H75 1.092, H76 1.092, H77 1.095
64 C -3.136 -3.426 0.626  C62 1.531, C65 1.533, H78 1.091, H79 1.092
65 C -3.234 -4.864 1.149  C64 1.533, C66 1.524, H80 1.093, H81 1.098
66 C -4.679 -5.343 1.062  C65 1.524, C67 1.542, H82 1.094, H83 1.092
67 C -5.647 -4.399 1.803  C66 1.542, C68 1.534, C69 1.535, N70 1.457
68 C -7.036 -4.832 1.318  C67 1.534, H84 1.096, H85 1.088, H86 1.091
69 C -5.490 -4.659 3.307  C67 1.535, H87 1.088, H88 1.090, H89 1.093
70 N -5.427 -3.020 1.390  C62 1.459, C67 1.457, O71 1.415
71 O -6.335 -2.152 2.042  N70 1.415, H90 0.963
72 H -3.352 -2.729 3.305  C61 1.094
73 H -2.544 -1.397 2.455  C61 1.087
74 H -4.188 -1.218 3.081  C61 1.091
75 H -4.941 -0.559 0.636  C63 1.092
76 H -3.222 -0.708 0.164  C63 1.092
77 H -4.359 -1.563 -0.711  C63 1.095
78 H -3.304 -3.522 -0.448  C64 1.091
79 H -2.138 -3.032 0.827  C64 1.092
80 H -2.480 -5.486 0.661  C65 1.093
81 H -2.916 -4.802 2.197  C65 1.098
82 H -4.715 -6.303 1.585  C66 1.094
83 H -4.939 -5.575 0.027  C66 1.092
84 H -7.814 -4.340 1.913  C68 1.096
85 H -7.227 -5.900 1.405  C68 1.088
86 H -7.181 -4.449 0.307  C68 1.091
87 H -4.468 -4.490 3.640  C69 1.088
88 H -5.793 -5.667 3.590  C69 1.090
89 H -6.139 -3.968 3.852  C69 1.093
90 H -6.830 -1.750 1.321  O71 0.963
91 C 3.034 5.567 -0.095  C92 1.560, H102 1.093, H103 1.093, H104 1.095
92 C 2.009 6.682 0.284  C91 1.560, C93 1.515, C94 1.546, N100 1.457
93 C 2.777 7.745 1.043  C92 1.515, H105 1.086, H106 1.094, H107 1.097
94 C 1.543 7.311 -1.050  C92 1.546, C95 1.530, H108 1.093, H109 1.093
95 C 0.599 6.396 -1.833  C94 1.530, C96 1.528, H110 1.093, H111 1.081
96 C -0.588 6.050 -0.936  C95 1.528, C97 1.525, H112 1.089, H113 1.092
97 C -0.174 5.385 0.373  C96 1.525, C98 1.548, C99 1.545, N100 1.455
98 C -1.431 5.493 1.270  C97 1.548, H114 1.095, H115 1.087, H116 1.093
99 C 0.163 3.892 0.160  C97 1.545, H117 1.091, H118 1.084, H119 1.086
100 N 0.866 6.167 1.025  C92 1.457, C97 1.455, O101 1.409
101 O 1.170 5.784 2.345  N100 1.409, H120 0.963
102 H 3.238 4.904 0.749  C91 1.093
103 H 2.771 4.936 -0.948  C91 1.093
104 H 3.982 6.005 -0.423  C91 1.095
105 H 3.766 7.974 0.660  C93 1.086
106 H 2.162 8.634 1.210  C93 1.094
107 H 2.970 7.387 2.063  C93 1.097
108 H 1.037 8.265 -0.879  C94 1.093
109 H 2.432 7.490 -1.660  C94 1.093
110 H 0.171 6.967 -2.661  C95 1.093
111 H 1.116 5.517 -2.193  C95 1.081
112 H -1.208 5.346 -1.489  C96 1.089
113 H -1.180 6.947 -0.742  C96 1.092
114 H -1.323 4.954 2.218  C98 1.095
115 H -2.341 5.152 0.784  C98 1.087
116 H -1.473 6.535 1.596  C98 1.093
117 H 0.636 3.522 1.071  C99 1.091
118 H 0.824 3.640 -0.662  C99 1.084
119 H -0.758 3.382 -0.106  C99 1.086
120 H 0.810 6.509 2.866  O101 0.963
121 C 4.276 -2.936 3.257  C122 1.525, H132 1.087, H133 1.095, H134 1.097
122 C 4.713 -1.774 4.143  C121 1.525, C123 1.527, C124 1.534, N130 1.469
123 C 5.133 -0.582 3.287  C122 1.527, H135 1.090, H136 1.091, H137 1.090
124 C 3.550 -1.334 5.041  C122 1.534, C125 1.531, H138 1.090, H139 1.097
125 C 3.237 -2.310 6.179  C124 1.531, C126 1.523, H140 1.092, H141 1.094
126 C 4.482 -2.677 6.975  C125 1.523, C127 1.542, H142 1.094, H143 1.094
127 C 5.691 -3.090 6.113  C126 1.542, C128 1.534, C129 1.553, N130 1.453
128 C 6.913 -3.083 7.041  C127 1.534, H144 1.090, H145 1.091, H146 1.089
129 C 5.451 -4.568 5.699  C127 1.553, H147 1.097, H148 1.090, H149 1.092
130 N 5.828 -2.130 5.030  C122 1.469, C127 1.453, O131 1.413
131 O 7.036 -2.328 4.326  N130 1.413, H150 0.971
132 H 3.928 -3.838 3.755  C121 1.087
133 H 3.487 -2.698 2.536  C121 1.095
134 H 5.105 -3.244 2.608  C121 1.097
135 H 5.809 -0.945 2.511  C123 1.090
136 H 4.266 -0.071 2.867  C123 1.091
137 H 5.680 0.146 3.886  C123 1.090
138 H 3.636 -0.305 5.391  C124 1.090
139 H 2.671 -1.366 4.386  C124 1.097
140 H 2.476 -1.829 6.798  C125 1.092
141 H 2.754 -3.203 5.770  C125 1.094
142 H 4.263 -3.497 7.666  C126 1.094
143 H 4.791 -1.867 7.644  C126 1.094
144 H 7.818 -3.432 6.545  C128 1.090
145 H 6.727 -3.833 7.810  C128 1.091
146 H 7.047 -2.091 7.469  C128 1.089
147 H 6.020 -4.852 4.805  C129 1.097
148 H 4.394 -4.763 5.517  C129 1.090
149 H 5.763 -5.326 6.420  C129 1.092
150 H 6.937 -3.175 3.860  O131 0.971
151 C -3.525 -2.937 -3.353  C152 1.554, H162 1.089, H163 1.093, H164 1.091
152 C -2.940 -4.321 -3.751  C151 1.554, C153 1.527, C154 1.531, N160 1.460
153 C -3.597 -5.390 -2.880  C152 1.527, H165 1.094, H166 1.091, H167 1.090
154 C -3.284 -4.691 -5.195  C152 1.531, C155 1.513, H168 1.095, H169 1.091
155 C -2.449 -4.012 -6.259  C154 1.513, C156 1.519, H170 1.093, H171 1.095
156 C -0.968 -4.176 -5.964  C155 1.519, C157 1.545, H172 1.091, H173 1.096
157 C -0.563 -3.784 -4.526  C156 1.545, C158 1.543, C159 1.542, N160 1.457
158 C 0.830 -4.417 -4.325  C157 1.543, H174 1.089, H175 1.092, H176 1.092
159 C -0.459 -2.247 -4.467  C157 1.542, H177 1.093, H178 1.088, H179 1.091
160 N -1.493 -4.349 -3.557  C152 1.460, C157 1.457, O161 1.423
161 O -1.136 -4.030 -2.217  N160 1.423, H180 0.964
162 H -3.416 -2.206 -4.152  C151 1.089
163 H -4.576 -2.970 -3.053  C151 1.093
164 H -2.999 -2.654 -2.439  C151 1.091
165 H -3.474 -5.194 -1.811  C153 1.094
166 H -4.678 -5.359 -3.025  C153 1.091
167 H -3.178 -6.374 -3.089  C153 1.090
168 H -3.122 -5.769 -5.296  C154 1.095
169 H -4.354 -4.524 -5.331  C154 1.091
170 H -2.659 -4.483 -7.223  C155 1.093
171 H -2.654 -2.945 -6.398  C155 1.095
172 H -0.359 -3.606 -6.666  C156 1.091
173 H -0.704 -5.227 -6.135  C156 1.096
174 H 1.425 -3.892 -3.579  C158 1.089
175 H 1.409 -4.395 -5.251  C158 1.092
176 H 0.689 -5.478 -4.103  C158 1.092
177 H -0.344 -1.902 -3.436  C159 1.093
178 H -1.377 -1.868 -4.910  C159 1.088
179 H 0.457 -1.911 -4.953  C159 1.091
180 H -0.742 -4.869 -1.951  O161 0.964
181 C -2.815 1.217 -5.202  C182 1.531, H192 1.094, H193 1.096, H194 1.092
182 C -4.110 1.947 -4.834  C181 1.531, C183 1.525, C184 1.549, N190 1.454
183 C -4.794 2.445 -6.103  C182 1.525, H195 1.092, H196 1.094, H197 1.089
184 C -5.083 0.927 -4.192  C182 1.549, C185 1.528, H198 1.097, H199 1.092
185 C -4.806 0.637 -2.718  C184 1.528, C186 1.536, H200 1.091, H201 1.094
186 C -4.623 1.923 -1.898  C185 1.536, C187 1.518, H202 1.092, H203 1.095
187 C -3.606 2.877 -2.496  C186 1.518, C188 1.537, C189 1.537, N190 1.465
188 C -3.766 4.214 -1.755  C187 1.537, H204 1.087, H205 1.088, H206 1.094
189 C -2.162 2.417 -2.242  C187 1.537, H207 1.086, H208 1.088, H209 1.094
190 N -3.932 3.058 -3.912  C182 1.454, C187 1.465, O191 1.411
191 O -3.144 4.090 -4.466  N190 1.411, H210 0.962
192 H -1.944 1.862 -5.349  C181 1.094
193 H -2.464 0.572 -4.389  C181 1.096
194 H -2.881 0.580 -6.087  C181 1.092
195 H -5.723 2.960 -5.854  C183 1.092
196 H -4.151 3.177 -6.600  C183 1.094
197 H -4.984 1.647 -6.819  C183 1.089
198 H -6.095 1.342 -4.276  C184 1.097
199 H -5.121 0.007 -4.779  C184 1.092
200 H -5.677 0.147 -2.280  C185 1.091
201 H -3.902 0.021 -2.702  C185 1.094
202 H -4.410 1.561 -0.889  C186 1.092
203 H -5.618 2.380 -1.875  C186 1.095
204 H -3.018 4.952 -2.031  C188 1.087
205 H -3.730 4.016 -0.686  C188 1.088
206 H -4.704 4.697 -2.045  C188 1.094
207 H -1.879 1.428 -2.591  C189 1.086
208 H -1.969 2.583 -1.185  C189 1.088
209 H -1.493 3.138 -2.720  C189 1.094
210 H -3.763 4.801 -4.661  O191 0.962
211 C 2.889 1.572 0.441  O212 1.398, H217 1.103, H218 1.099, H219 1.084
212 O 2.140 0.585 -0.207  C211 1.398, C213 1.402
213 C 2.027 -0.660 0.426  O212 1.402, C214 1.512, H220 1.098, H221 1.101
214 C 0.915 -1.377 -0.305  C213 1.512, C215 1.531, N216 1.470, H222 1.097
215 C -0.474 -0.741 -0.197  C214 1.531, H223 1.092, H224 1.091, H225 1.096
216 N 0.853 -2.779 0.132  C214 1.470, H226 1.019, H227 1.022
217 H 3.891 1.164 0.655  C211 1.103
218 H 2.566 1.896 1.440  C211 1.099
219 H 3.028 2.467 -0.154  C211 1.084
220 H 2.939 -1.271 0.437  C213 1.098
221 H 1.771 -0.518 1.488  C213 1.101
222 H 1.183 -1.445 -1.366  C214 1.097
223 H -1.189 -1.340 -0.764  C215 1.092
224 H -0.535 0.279 -0.581  C215 1.091
225 H -0.746 -0.775 0.863  C215 1.096
226 H 0.129 -3.275 -0.385  N216 1.019
227 H 0.427 -2.878 1.056  N216 1.022
228 C 0.677 -3.857 3.636  O229 1.415, H230 1.092, H231 1.096, H232 1.092
229 O -0.155 -4.110 2.520  C228 1.415, H233 0.961
230 H 0.951 -2.801 3.644  C228 1.092
231 H 0.184 -3.994 4.606  C228 1.096
232 H 1.570 -4.484 3.588  C228 1.092
233 H -0.439 -5.028 2.532  O229 0.961
234 C 3.058 -4.840 -1.397  O235 1.411, H236 1.091, H237 1.094, H238 1.094
235 O 3.431 -3.835 -0.479  C234 1.411, H239 0.978
236 H 3.376 -4.584 -2.408  C234 1.091
237 H 3.488 -5.821 -1.176  C234 1.094
238 H 1.977 -4.989 -1.312  C234 1.094
239 H 2.632 -3.375 -0.155  O235 0.978
240 C 5.382 -1.050 -1.137  O241 1.414, H242 1.099, H243 1.089, H244 1.097
241 O 5.666 -2.425 -1.308  C240 1.414, H245 0.975
242 H 5.515 -0.701 -0.103  C240 1.099
243 H 6.036 -0.466 -1.781  C240 1.089
244 H 4.331 -0.857 -1.387  C240 1.097
245 H 4.884 -2.918 -0.998  O241 0.975

Properties
E (a.u.): -4026.0753
ΔE to the lowest compared entry with this formula, charge and spin (kJ/mol): 0.00
Structure (SMILES): CC1(C)CCCC(C)(C)N1O.CC1(C)CCCC(C)(C)N1O.CC1(C)CCCC(C)(C)N1O.CC1(C)CCCC(C)(C)N1O.CC1(C)CCCC(C)(C)N1O.CC1(C)CCCC(C)(C)N1O.CC1(C)CCCC(C)(C)N1O.COC[C@H](C)N.CO.CO.CO
Orbital gap (eV): 8.09